--- a ---
ORCA calculation (the ωB97M-V functional and the def2-TZVPD basis) on a cluster of 2 separate species, C3H8OS in total.

Computed properties:
* HOMO energy: -9.111 eV
* SMILES string: CC=O.CS

```
13
Properties=species:S:1:pos:R:3:lowdin_charge:R:1
H -0.90 0.02 2.13 0.0811
H 0.92 0.12 -3.17 0.0221
H -2.32 -2.13 2.66 0.1128
C -1.35 -1.82 3.08 -0.3283
H 0.38 1.06 -4.62 0.0140
S 1.70 2.38 -3.26 0.6064
C 1.20 0.79 -3.97 -0.4821
H 1.97 0.36 -4.62 0.0214
H -0.24 -0.01 3.68 0.0774
H -2.03 0.07 3.58 0.0750
H 2.37 2.12 -2.13 -0.1819
O -0.59 -2.64 3.51 0.0409
C -1.12 -0.33 3.14 -0.0588
```

--- b ---
ORCA calculation (the ωB97M-V functional and the def2-TZVPD basis) on a cluster of 2 separate species, C3H8OS in total.

Computed properties:
* HOMO energy: -9.069 eV

```
13
Properties=species:S:1:pos:R:3:lowdin_charge:R:1
C 1.27 -0.14 0.47 -0.5417
H 1.58 1.97 0.24 0.0579
H 2.29 1.11 -1.07 0.0538
C 1.52 1.11 -0.35 -0.1305
H 1.76 -0.97 -1.63 0.3368
H -2.02 -1.29 -0.82 -0.0896
H 0.72 1.35 -1.13 0.0914
C -0.35 0.00 0.95 -0.3836
O 1.35 -1.26 -0.23 -0.1345
S -1.91 0.10 -0.26 0.5303
H -0.64 1.11 1.29 0.0666
H -0.72 -0.68 1.71 0.0283
H 2.13 0.08 1.04 0.1148
```

Energy comparison, zero being the most stable, in kJ/mol: a 0.0; b 415.5.

--- a ---
ORCA calculation (the ωB97M-V functional and the def2-TZVPD basis) on a cluster of 2 separate species, C2H5O2S in total.

Computed properties:
* charge: -1
* HOMO energy: -4.369 eV

```
10
Properties=species:S:1:pos:R:3:lowdin_charge:R:1
H -0.52 0.49 0.48 -0.1316
S 0.24 1.70 0.59 0.4817
H 2.18 0.70 1.70 -0.0057
O -0.74 -0.97 -0.51 -0.2107
H 2.64 0.53 -0.07 0.0478
H -2.64 -0.60 -0.24 0.1012
O -2.36 -1.20 -2.16 -0.1374
H 1.32 -0.45 0.59 -0.0022
C 1.75 0.57 0.68 -0.5134
C -1.87 -0.77 -1.07 -0.6299
```

--- b ---
ORCA calculation (the ωB97M-V functional and the def2-TZVPD basis) on a cluster of 2 separate species, C2H5O2S in total.

Computed properties:
* charge: -1
* HOMO energy: -3.093 eV

```
10
Properties=species:S:1:pos:R:3:lowdin_charge:R:1
C -1.85 0.08 0.23 -0.4695
O -3.05 0.03 0.36 0.0028
H 3.20 0.91 1.25 -0.0178
H -1.16 0.57 0.93 0.1219
H 1.98 1.88 0.55 -0.0181
H 1.41 0.76 1.73 -0.0267
H -0.24 -0.56 -0.58 -0.0863
C 2.16 0.87 0.95 -0.6387
S 1.76 -0.35 -0.40 0.1686
O -1.23 -0.39 -0.84 -0.0362
```

Energy comparison, zero being the most stable, in kJ/mol: a 81.8; b 0.0.

--- a ---
ORCA calculation (the ωB97M-V functional and the def2-TZVPD basis) on a structure of composition C23H24AuBrN12O2.

Computed properties:
* HOMO energy: -8.225 eV

```
63
Properties=species:S:1:pos:R:3:lowdin_charge:R:1
C 1.59 -0.94 2.45 -0.1267
C 0.84 2.26 -2.11 -0.0878
C -2.65 3.14 0.82 -0.0049
C 1.44 1.30 -2.90 -0.1205
H -3.03 0.64 -0.12 0.0777
C 3.71 0.10 2.28 -0.0576
C 2.64 -0.33 3.07 -0.0667
O -0.01 -0.39 -2.02 -0.1336
N -1.42 -4.43 -1.55 0.1602
N 1.52 -1.14 1.10 -0.0275
O 1.39 -0.91 -3.69 0.0118
C -2.32 -3.50 -1.14 -0.4416
C 3.04 2.94 -3.62 -0.0642
C 1.34 3.55 -2.08 -0.6381
H -0.01 1.94 -1.54 0.0563
N 1.85 -3.83 -0.52 -0.0693
C -1.93 1.09 3.15 -0.0545
C -2.55 -1.12 3.79 -0.0663
C -1.29 -0.76 1.75 -0.2709
H -1.76 -5.23 -2.05 0.1515
C -2.40 1.27 -0.75 0.0058
N 0.73 -5.42 -1.46 0.0465
C -0.69 1.59 1.05 -0.0843
H -0.20 2.40 1.58 0.1363
C -1.93 -1.61 2.65 -0.1239
Br 0.46 4.83 -0.97 0.7637
H 3.43 -0.78 -1.50 0.1289
C 0.88 -0.13 -2.88 -0.6775
H -2.11 3.87 1.42 0.1015
H 1.93 -1.61 -1.44 0.0557
H 2.99 0.89 -4.30 0.1191
N 1.92 -5.01 -1.00 -0.0684
C 2.45 3.91 -2.82 -0.1262
N -1.69 2.26 0.12 -0.1908
C -0.08 -4.41 -1.25 -0.4596
H -1.13 2.87 -0.48 0.0501
N -2.03 -2.41 -0.42 -0.1161
N -3.20 -1.73 -0.27 -0.0531
H 0.03 1.10 0.40 0.1046
H 0.75 -1.29 3.02 0.1031
Au -0.28 -1.83 0.33 1.3282
H -1.66 0.66 -1.27 0.0641
H 2.84 4.92 -2.78 0.1009
H -3.29 2.54 1.45 0.0996
H -1.93 -2.68 2.48 0.0981
N -4.11 -2.40 -0.87 -0.0602
H -3.01 1.83 -1.46 0.1117
C 2.60 -0.82 0.34 -0.3414
N 2.64 -1.07 -0.95 0.1930
H 4.56 0.61 2.73 0.1139
C 2.54 1.65 -3.67 -0.0145
H 2.63 -0.21 4.14 0.1062
C -2.55 0.25 4.05 -0.0700
H -3.01 0.64 4.94 0.1068
C 3.70 -0.14 0.94 -0.0022
H -3.25 3.65 0.07 0.1072
N 0.57 -3.38 -0.70 -0.1293
H -1.90 2.16 3.36 0.1112
H 3.91 3.21 -4.22 0.1068
H -3.03 -1.80 4.47 0.1099
C -1.33 0.61 1.98 -0.2521
H 4.51 0.16 0.30 0.1183
N -3.61 -3.52 -1.43 0.0518
```

--- b ---
ORCA calculation (the ωB97M-V functional and the def2-TZVPD basis) on a structure of composition C23H24AuBrN12O2.

Computed properties:
* HOMO energy: -8.015 eV

```
63
Properties=species:S:1:pos:R:3:lowdin_charge:R:1
H 4.16 4.07 -1.77 0.1176
C -0.47 -0.27 4.98 -0.0682
C 0.89 3.08 2.47 -0.0185
O 1.75 1.44 -0.40 -0.1106
C 3.21 4.13 -2.29 -0.0200
C -1.44 -0.76 4.12 -0.0560
H 3.92 2.49 3.81 0.0999
C -2.75 -1.49 -0.15 -0.4820
H -2.35 -1.20 4.50 0.1132
H 1.03 4.13 2.23 0.1116
H -2.01 -1.11 2.10 0.0792
C 2.95 2.98 3.73 -0.0222
N -3.56 -0.43 0.17 0.1436
H -0.85 -0.70 -5.86 0.1136
N 1.83 -1.08 -2.22 0.1551
O 3.04 3.10 0.30 0.0230
H 3.03 0.58 3.14 0.1311
N -1.04 -2.78 -0.50 -0.0593
H -2.55 0.52 -4.48 0.1084
C 3.04 4.96 -3.38 -0.0656
C -1.35 0.40 -2.73 -0.1380
N -3.21 -2.69 -0.47 0.0399
H 1.25 -1.46 -4.77 0.1134
N -3.25 2.93 0.89 -0.0882
N -0.22 -0.01 -2.13 0.0014
C -1.62 0.17 -4.05 -0.0599
H 2.59 -1.48 -2.73 0.1071
H 1.99 -0.76 -1.28 0.0585
C 0.91 3.43 -2.46 -0.0589
C 2.14 3.36 -1.83 -0.1241
Au -0.08 0.13 0.13 1.2094
H 0.32 2.99 3.40 0.1071
C 0.91 0.32 3.08 -0.2437
C 0.70 -0.66 -2.85 -0.3689
N 2.21 2.44 2.58 -0.2079
H -2.05 0.93 -2.09 0.1003
H 2.33 0.63 1.53 0.0950
C -3.17 0.87 0.42 -0.4960
C 0.50 -0.92 -4.21 -0.0077
H 2.74 2.75 1.60 0.0925
N -2.12 -3.45 -0.68 -0.0774
C 0.76 4.28 -3.55 -0.6648
H 3.87 5.56 -3.73 0.1085
N -4.01 1.84 0.74 0.0299
H 0.07 2.87 -2.08 0.0949
H 1.67 5.72 -4.85 0.1011
C 2.29 2.57 -0.56 -0.5190
C 2.18 0.93 2.56 -0.0945
N -2.01 2.65 0.67 -0.0852
H 0.30 2.64 1.67 0.0503
C 1.81 5.05 -4.01 -0.1246
H 3.10 4.05 3.58 0.1045
Br -0.93 4.45 -4.39 0.7366
H 2.39 2.83 4.65 0.0949
C 0.70 0.24 4.45 -0.0461
N -1.92 1.34 0.35 -0.1013
C -0.67 -0.50 -4.81 -0.0513
C -0.09 -0.14 2.22 -0.1445
H -4.55 -0.60 0.13 0.1459
C -1.24 -0.70 2.75 -0.0895
H -0.62 -0.30 6.05 0.1078
N -1.40 -1.52 -0.16 -0.1125
H 1.48 0.59 5.12 0.1113
```

Energy comparison, zero being the most stable, in kJ/mol: a 0.0; b 117.8.

--- a ---
ORCA calculation (the ωB97M-V functional and the def2-TZVPD basis) on an isolated molecule of C2H3ClS.

Computed properties:
* HOMO energy: -9.080 eV
* SMILES string: S=CCCl

```
7
Properties=species:S:1:pos:R:3:lowdin_charge:R:1
H -0.68 -0.92 0.70 -0.0050
Cl -0.18 -1.47 -1.43 0.4944
C 0.73 0.55 0.31 -0.7292
H -1.64 0.22 -0.28 0.0927
S 0.88 2.13 0.39 0.6801
C -0.65 -0.31 -0.12 -0.5791
H 1.55 -0.20 0.42 0.0461
```

--- b ---
ORCA calculation (the ωB97M-V functional and the def2-TZVPD basis) on a structure of composition C2H3ClS.

Computed properties:
* HOMO energy: -9.238 eV

```
7
Properties=species:S:1:pos:R:3:lowdin_charge:R:1
C -0.47 -0.90 0.46 -0.0695
Cl -0.89 0.22 -1.88 0.5122
H -0.01 -0.95 1.45 0.0595
C 0.00 0.10 -0.36 -1.0480
S 1.19 1.48 -0.55 0.6832
H -1.18 -1.52 0.10 0.0073
H 1.37 1.57 0.77 -0.1446
```

Energy comparison, zero being the most stable, in kJ/mol: a 7.4; b 0.0.

--- a ---
ORCA calculation (the ωB97M-V functional and the def2-TZVPD basis) on a cluster of 14 separate species, C4H35NO14 in total.

Computed properties:
* HOMO energy: -9.464 eV

```
54
Properties=species:S:1:pos:R:3:lowdin_charge:R:1
H -3.52 -2.19 -1.32 0.0649
H -3.62 -0.04 -2.32 0.0451
O -3.28 0.68 -2.93 -0.0692
H -2.75 -0.93 -0.88 0.0054
O -0.93 1.89 -2.12 -0.1608
H 1.00 3.53 1.34 0.0567
H 0.16 2.52 0.47 -0.0024
O 1.90 2.30 -2.31 -0.0712
C 1.01 0.08 0.27 -0.1765
H -1.08 -1.17 3.53 0.0462
O 1.90 -2.21 2.09 -0.1178
C -0.46 -0.39 0.28 -0.3754
H 0.25 -1.53 2.91 0.0365
H 4.67 -0.24 1.22 0.0731
H -0.91 1.08 -2.85 0.1028
H 2.92 -0.41 -0.70 0.0545
O -0.83 -1.02 -3.73 -0.0455
H -0.22 -3.16 2.01 -0.0150
O -3.64 -1.29 -1.02 -0.0635
O 3.41 2.39 0.08 -0.0229
H -1.00 -2.50 -2.75 -0.1088
H -1.26 -2.93 0.88 0.0461
O 0.75 1.75 3.15 -0.0403
H -1.59 -0.44 -3.81 0.0198
H 2.52 2.48 0.30 -0.0488
N -1.29 0.33 1.21 -0.0082
H 1.60 3.16 -2.65 0.0684
O 3.78 0.13 1.38 -0.1031
H 1.61 2.14 3.32 0.0532
O -0.94 -1.33 -0.36 -0.0354
H 1.70 -1.65 -0.84 0.0901
H -0.76 -2.88 -1.32 0.0253
H 2.33 -2.59 2.89 0.0703
O -0.18 -0.79 3.47 -0.1068
O -1.14 -3.15 1.84 -0.0408
H -3.45 0.71 0.99 0.0906
C -2.69 0.02 1.42 -0.0888
H 0.54 1.20 3.88 0.0156
H 2.30 -1.19 2.16 0.1140
H -1.95 1.96 -1.93 0.0770
H -2.75 0.11 2.57 0.1074
H 1.47 0.07 1.25 0.0678
H 1.11 1.81 -1.95 -0.0018
H 3.32 2.25 -0.86 0.0350
H -0.76 0.89 1.98 0.1314
C 1.87 -0.56 -0.75 -0.1095
O -1.14 -3.16 -2.18 -0.0408
O 0.90 3.08 0.52 -0.0165
H 0.91 1.13 -0.24 0.0928
H -0.33 -0.97 -4.57 0.0955
H 1.66 -0.29 -1.85 0.0983
H -2.91 -0.98 1.05 0.0592
H -3.93 1.32 -3.14 0.0357
H 3.70 0.99 0.91 -0.0088
```

--- b ---
ORCA calculation (the ωB97M-V functional and the def2-TZVPD basis) on a cluster of 14 separate species, C4H35NO14 in total.

Computed properties:
* HOMO energy: -10.466 eV

```
54
Properties=species:S:1:pos:R:3:lowdin_charge:R:1
H -0.96 2.57 -0.36 -0.0054
O -0.35 -0.80 -1.36 -0.0286
O -1.59 -0.10 4.27 -0.0499
O -3.36 1.05 -2.95 -0.0034
C 0.38 -1.57 -0.75 -0.5249
H 2.13 -1.50 2.09 0.1226
H 0.82 2.38 0.59 0.0357
H 3.71 -0.42 0.38 0.0817
H 1.54 -1.05 -3.18 0.1122
H -2.53 1.42 -2.67 -0.0108
H -4.09 -0.92 1.11 0.0885
H -1.98 -1.28 -1.72 0.0463
H 3.52 -1.91 -0.68 0.0906
H -0.51 -1.66 1.85 0.0100
H -2.51 0.63 1.54 0.0320
H -3.13 -0.95 -0.11 0.0096
H 3.71 1.51 -1.38 0.0777
H 4.28 -2.02 0.86 0.0501
O -3.16 -0.79 0.87 -0.0649
O -1.25 -1.94 2.37 -0.0376
O -0.76 2.97 0.49 -0.0680
H 2.30 1.44 -0.62 0.0453
O 2.79 1.27 -1.49 -0.0754
H -0.76 0.23 4.38 -0.0322
H 1.34 3.45 -3.14 0.0342
H -1.37 2.49 1.08 0.0101
O -3.00 -1.27 -1.66 -0.1180
O -1.01 1.74 -1.88 -0.1046
C 0.40 -3.03 -1.07 0.0218
H -3.31 -0.44 -2.16 0.0467
H 0.30 2.35 3.54 0.0788
H -3.98 1.63 -2.62 0.0253
H 0.14 -3.63 -0.19 0.0928
O 1.18 2.54 -3.19 -0.0173
H 1.91 -2.95 1.03 0.1426
H -0.32 -3.22 -1.90 0.1140
N 1.02 -1.07 0.34 0.0771
H 1.37 -3.33 -1.38 0.0713
C 2.15 -1.81 1.01 -0.2059
H -2.20 0.94 3.02 0.0311
H 1.84 2.05 -2.67 -0.0020
H 2.33 -0.31 -2.11 -0.0391
H -0.29 2.07 -2.46 0.0290
C 3.49 -1.52 0.39 -0.0882
O 1.66 1.89 0.86 -0.1099
H 1.48 1.60 1.78 0.0236
O 2.11 -1.18 -2.37 -0.0553
O -2.18 1.36 2.12 -0.1006
H -0.69 0.80 -1.62 0.0578
H 1.12 -0.09 0.42 0.0843
H -1.49 -0.88 3.65 0.0332
H -0.56 1.42 2.65 0.0116
O 0.31 1.49 3.12 -0.0566
H -2.01 -1.62 1.85 0.0111
```

Energy comparison, zero being the most stable, in kJ/mol: a 343.3; b 0.0.

--- a ---
ORCA calculation (the ωB97M-V functional and the def2-TZVPD basis) on a cluster of 3 separate species, C3H11NO4 in total.

Computed properties:
* HOMO energy: -9.780 eV
* SMILES string: CC(=O)NCO.O.O

```
19
Properties=species:S:1:pos:R:3:lowdin_charge:R:1
H -2.05 -2.64 0.02 0.0266
H -1.29 -1.17 1.61 0.0611
O -0.98 -0.61 -0.82 0.0230
H 1.49 2.86 -0.43 0.1518
H 0.04 -0.02 2.28 0.1166
C 0.98 2.21 0.38 -0.1919
O 0.75 -0.11 -3.07 -0.1028
O 2.24 1.72 1.04 -0.1001
C -0.81 -0.17 1.49 -0.0030
H 0.36 2.64 1.13 0.1044
C -0.48 0.09 0.04 -0.5369
H 2.12 0.83 1.36 0.0457
H 0.03 -0.78 -2.93 0.0557
H -1.64 0.53 1.63 0.0864
H 1.48 -0.75 -3.29 0.0700
H -1.70 -3.94 0.62 0.0234
N 0.28 1.16 -0.33 0.0500
O -1.45 -3.03 0.64 -0.0444
H 0.62 1.15 -1.39 0.1645
```

--- b ---
ORCA calculation (the ωB97M-V functional and the def2-TZVPD basis) on a cluster of 3 separate species, C3H11NO4 in total.

Computed properties:
* HOMO energy: -9.040 eV
* SMILES string: O=CCNCO.O.O

```
19
Properties=species:S:1:pos:R:3:lowdin_charge:R:1
H 4.17 1.63 2.31 0.0307
H 1.48 -1.16 2.32 0.1207
H 4.55 1.30 3.73 0.0347
H 1.52 -0.85 -0.51 0.1075
O 4.18 0.89 2.93 -0.0644
C 0.53 -0.61 2.18 -0.2587
H 1.11 0.93 0.82 0.1086
O -0.31 -0.60 3.03 0.0536
H -4.83 0.28 -3.44 0.0291
C 0.39 0.12 0.86 -0.1850
H 0.92 -0.48 -2.72 0.0894
N 0.55 -0.84 -0.23 -0.0482
C -0.42 -0.82 -1.32 -0.2870
H -0.67 -1.85 -1.56 0.1100
O -5.21 0.91 -2.82 -0.0584
H -6.11 1.09 -3.09 0.0290
O 0.03 -0.17 -2.48 -0.0453
H -0.61 0.57 0.87 0.1214
H -1.28 -0.35 -0.88 0.1121
```

Energy comparison, zero being the most stable, in kJ/mol: a 0.0; b 79.8.